This record from the Open Molecules 2025 dataset describes a 6-piece molecular cluster, C66H148F6N3O6P3S2 overall in a non-equilibrium geometry. The level of theory is wB97M-V/def2-TZVPD.

Structure (XYZ):
```
234
Properties=species:S:1:pos:R:3:forces:R:3
C 2.739 1.297 4.787 0.908 0.392 0.743
C 1.392 1.119 5.479 -0.203 -0.178 -0.876
C 0.209 1.467 4.552 -0.395 -0.901 1.143
C -1.054 0.878 5.289 -0.610 1.076 -1.634
P -2.572 1.242 4.363 -0.557 -0.761 -0.166
C -3.800 1.861 5.541 -0.618 0.656 -0.430
C -3.587 3.252 6.171 0.790 0.136 1.222
C -4.898 4.003 6.477 0.659 -1.162 -0.155
C -5.541 4.591 5.255 0.241 1.058 0.565
C -3.325 -0.304 3.646 1.299 -0.205 -0.799
C -2.545 -1.002 2.434 0.389 -0.354 -0.280
C -1.302 -1.909 2.693 -0.405 -0.307 1.716
C -1.606 -3.118 3.637 -0.244 0.889 -0.341
C -2.305 2.356 2.991 -0.364 0.440 -0.579
C -3.576 2.687 2.223 0.248 0.072 -0.416
C -3.399 3.676 1.036 -0.980 0.263 0.077
C -3.030 5.141 1.331 -0.102 -1.120 0.315
H 2.866 0.778 3.837 -0.577 0.109 -0.187
H 3.589 0.968 5.385 -0.129 -0.380 0.462
H 3.011 2.345 4.663 -0.421 0.161 -0.433
H 1.272 1.643 6.427 0.397 0.440 -0.092
H 1.241 0.083 5.784 0.204 -0.326 -0.207
H 0.348 1.099 3.535 -0.009 -0.525 0.054
H 0.065 2.534 4.387 0.105 0.174 0.438
H -1.219 1.380 6.242 0.275 -0.244 0.211
H -1.173 -0.202 5.375 0.892 -0.138 0.339
H -3.951 1.186 6.384 0.132 -0.504 -0.344
H -4.730 1.867 4.972 -0.239 -0.067 -0.042
H -2.814 3.856 5.698 -0.275 0.215 -0.563
H -3.129 3.038 7.137 0.133 0.056 0.193
H -4.810 4.789 7.227 0.607 -0.015 -0.067
H -5.512 3.254 6.977 -0.478 -0.020 -0.127
H -6.331 5.207 5.683 -0.803 -0.369 -0.849
H -5.786 3.890 4.457 -0.489 0.110 0.223
H -4.867 5.349 4.854 0.237 -0.085 -0.299
H -4.323 -0.046 3.292 0.009 0.188 0.063
H -3.464 -0.977 4.493 0.042 -0.201 0.002
H -2.207 -0.302 1.670 0.020 0.698 0.293
H -3.217 -1.601 1.820 -0.667 -0.152 0.476
H -0.585 -1.254 3.190 0.659 -0.154 -0.434
H -0.920 -2.357 1.776 0.037 0.742 -0.260
H -0.942 -3.982 3.628 0.264 0.188 -0.621
H -2.590 -3.440 3.296 -0.174 -0.429 0.673
H -1.567 -2.808 4.681 -0.636 0.057 0.106
H -1.607 1.903 2.287 0.512 -0.011 0.170
H -1.966 3.340 3.318 0.612 -0.213 0.291
H -4.286 3.068 2.956 -0.251 0.478 -0.243
H -4.070 1.823 1.778 0.266 -0.402 0.131
H -4.431 3.595 0.694 -0.158 0.747 -0.537
H -2.802 3.363 0.180 0.287 -0.806 0.433
H -1.954 5.220 1.487 0.025 0.110 0.248
H -3.577 5.426 2.230 0.121 0.577 -0.053
H -3.268 5.775 0.477 -0.200 0.036 0.165
C -4.681 4.016 -3.240 1.707 -1.284 -0.114
C -4.534 2.686 -2.370 -2.401 0.921 -1.453
C -5.721 1.645 -2.745 1.771 1.258 0.472
C -5.580 0.508 -1.735 -0.834 -0.836 0.933
P -6.543 -1.078 -1.910 0.559 2.014 -1.342
C -5.719 -2.469 -1.073 -0.852 0.316 -0.756
C -6.342 -3.787 -1.601 0.013 -0.138 0.864
C -5.870 -5.022 -0.871 0.895 -0.180 -0.425
C -4.377 -5.217 -1.061 0.163 -0.142 0.478
C -8.343 -0.844 -1.579 1.047 0.324 0.662
C -8.923 0.413 -2.213 -1.036 1.041 -1.364
C -10.482 0.551 -2.271 -0.341 -0.316 0.999
C -11.214 0.569 -0.866 0.624 -1.117 -1.052
C -6.523 -1.503 -3.661 -0.062 -0.173 -0.644
C -5.191 -1.613 -4.422 1.907 -0.663 -0.788
C -5.213 -2.332 -5.785 -2.167 -0.371 -1.756
C -5.922 -1.600 -7.000 0.210 1.012 1.926
H -3.834 4.655 -2.991 -0.083 0.250 0.331
H -5.578 4.635 -3.250 -0.218 -0.548 0.438
H -4.424 3.741 -4.262 -0.418 0.002 -0.280
H -4.656 3.002 -1.334 0.104 -0.462 0.090
H -3.555 2.238 -2.538 0.010 0.077 0.098
H -5.586 1.263 -3.757 0.176 0.057 -0.041
H -6.620 2.261 -2.769 -0.301 -0.535 0.428
H -5.838 0.780 -0.712 -0.145 0.629 0.160
H -4.518 0.283 -1.634 0.108 -0.478 -0.296
H -5.743 -2.336 0.008 -0.061 -0.147 0.024
H -4.699 -2.334 -1.435 0.282 -0.208 0.190
H -6.062 -3.929 -2.645 -0.189 0.134 -0.026
H -7.425 -3.837 -1.485 -0.208 0.646 -0.332
H -6.399 -5.858 -1.329 -0.079 -0.151 0.272
H -6.062 -5.008 0.202 -0.380 0.108 -0.024
H -4.061 -5.227 -2.104 -0.144 -0.236 -0.079
H -4.100 -6.144 -0.557 0.340 -0.011 -0.233
H -3.823 -4.405 -0.589 0.113 0.025 0.141
H -8.460 -0.779 -0.498 -0.184 -0.431 0.108
H -8.732 -1.783 -1.975 -0.597 0.083 0.142
H -8.592 0.488 -3.249 -0.011 -0.272 -0.259
H -8.560 1.370 -1.839 0.367 -0.340 0.813
H -10.877 -0.253 -2.892 -0.075 -0.471 0.341
H -10.802 1.402 -2.872 0.587 0.468 0.238
H -12.290 0.707 -0.966 0.142 0.344 -0.110
H -10.800 1.226 -0.101 0.040 0.339 -0.369
H -11.117 -0.441 -0.468 0.015 -0.127 0.227
H -7.229 -0.913 -4.246 0.044 0.507 0.295
H -7.081 -2.434 -3.556 0.330 -0.580 -0.727
H -4.410 -2.167 -3.902 -0.336 -0.393 0.794
H -4.596 -0.717 -4.601 -0.825 0.886 0.360
H -5.741 -3.267 -5.601 -0.163 -0.269 -0.176
H -4.299 -2.655 -6.283 0.739 0.319 1.131
H -5.780 -2.084 -7.966 -0.277 -0.081 0.285
H -5.521 -0.587 -7.040 0.717 0.030 -0.389
H -6.946 -1.306 -6.767 -0.472 -0.848 -0.309
C 1.712 -4.294 6.933 0.590 0.837 -0.196
C 2.566 -3.050 6.500 0.163 -2.565 -0.287
C 3.463 -3.524 5.282 -0.652 1.230 0.638
C 4.272 -2.325 4.845 1.110 0.252 -1.553
P 5.140 -2.619 3.265 0.249 -0.564 -1.675
C 5.714 -1.047 2.446 -0.036 -0.266 1.446
C 6.217 -1.064 1.024 0.922 -0.186 -0.837
C 7.680 -1.437 0.887 1.085 -0.867 -0.959
C 8.157 -1.716 -0.610 -0.168 0.074 1.413
C 6.457 -3.886 3.480 0.254 0.095 -0.169
C 6.807 -4.852 2.317 0.091 -0.122 -0.610
C 8.324 -5.195 2.193 -0.480 -0.170 -0.004
C 8.673 -6.316 1.199 0.984 0.870 0.752
C 3.991 -3.332 2.063 -0.939 0.176 0.836
C 2.731 -2.429 1.979 -0.440 0.826 -1.372
C 1.985 -2.669 0.634 1.276 1.004 1.104
C 1.599 -4.081 0.478 -0.164 -1.026 -1.959
H 2.379 -4.942 7.501 -0.377 -0.144 0.189
H 1.368 -4.859 6.067 -0.065 0.078 -0.072
H 0.834 -3.995 7.507 0.185 -0.169 0.207
H 3.257 -2.835 7.316 -0.104 0.332 0.044
H 1.919 -2.188 6.343 0.318 0.051 -0.565
H 2.885 -3.940 4.457 -0.294 0.128 0.125
H 4.197 -4.283 5.551 -0.372 -0.255 0.528
H 5.034 -2.103 5.592 -0.100 0.432 0.053
H 3.705 -1.443 4.546 -0.348 0.166 0.657
H 6.495 -0.833 3.175 0.542 0.608 -0.218
H 5.012 -0.217 2.523 -0.483 -0.413 0.481
H 6.112 -0.073 0.582 -0.288 0.053 0.168
H 5.647 -1.735 0.381 -0.296 -0.039 0.031
H 7.878 -2.329 1.482 -0.065 -0.429 -0.167
H 8.354 -0.731 1.372 -0.212 0.527 -0.214
H 9.240 -1.822 -0.668 0.021 0.126 0.203
H 7.888 -0.919 -1.302 -0.196 0.050 0.091
H 7.768 -2.671 -0.966 -0.312 0.055 -0.055
H 6.030 -4.447 4.312 0.200 -0.243 0.139
H 7.417 -3.501 3.823 -0.238 0.574 0.291
H 6.473 -4.505 1.339 0.086 0.541 -0.100
H 6.189 -5.743 2.421 0.313 -0.336 0.270
H 8.745 -5.441 3.167 -0.237 -0.167 0.194
H 8.928 -4.352 1.856 -0.369 0.511 0.116
H 9.744 -6.452 1.350 0.077 -0.624 0.322
H 8.738 -5.932 0.181 -1.097 -0.398 -0.260
H 8.148 -7.246 1.416 -0.020 0.084 -0.598
H 3.689 -4.356 2.284 0.185 -0.064 0.350
H 4.553 -3.423 1.133 -0.205 0.390 -0.242
H 2.987 -1.371 2.018 0.286 0.134 -0.090
H 2.005 -2.511 2.787 0.231 -0.653 0.331
H 2.693 -2.451 -0.166 0.194 0.107 -0.060
H 1.151 -2.004 0.412 0.046 0.186 0.778
H 2.434 -4.725 0.205 0.340 -0.165 0.785
H 1.156 -4.023 -0.516 -1.108 -0.722 0.149
H 0.966 -4.556 1.227 -0.094 0.207 -0.093
C -0.482 4.987 -1.866 0.536 0.422 0.127
C 0.489 5.940 -2.630 -0.291 -0.977 -0.488
N 2.042 5.647 -2.591 -1.220 0.787 1.542
C 2.327 4.159 -3.097 0.179 1.694 -0.383
C 2.694 6.766 -3.431 0.715 -1.077 -0.536
C 2.334 6.786 -4.900 0.412 0.308 -1.007
C 2.480 5.903 -1.084 -0.518 -0.091 0.276
C 3.989 5.924 -0.823 -1.740 0.956 0.309
O 4.508 4.845 -1.457 2.195 -0.619 -1.648
C 5.916 5.040 -1.663 0.228 -1.751 0.248
H -0.457 5.073 -0.780 0.474 0.018 0.003
H -0.396 3.931 -2.124 0.301 0.105 -0.108
H -1.511 5.258 -2.104 0.065 0.299 -0.431
H 0.306 6.991 -2.409 0.499 -0.027 0.581
H 0.242 5.898 -3.691 0.142 -0.353 -0.078
H 3.268 4.181 -3.647 0.307 0.099 0.645
H 1.629 3.874 -3.885 -0.696 0.332 0.547
H 2.330 3.460 -2.261 -0.126 0.313 -0.024
H 3.757 6.528 -3.451 0.031 -0.220 0.395
H 2.651 7.760 -2.986 -0.687 -0.319 0.489
H 3.130 7.354 -5.380 0.446 -0.189 0.030
H 1.502 7.341 -5.334 -0.710 -0.334 0.905
H 2.383 5.789 -5.338 -0.138 0.004 -0.023
H 1.922 5.244 -0.419 0.264 -0.890 -0.568
H 2.083 6.857 -0.737 -0.102 0.405 -0.783
H 4.236 5.893 0.239 -0.491 -0.033 0.449
H 4.364 6.899 -1.134 0.415 0.034 -0.577
H 6.369 4.115 -2.019 -0.485 -0.335 -0.213
H 6.398 5.129 -0.689 0.129 0.898 -0.021
H 6.189 5.760 -2.435 -0.320 0.623 0.439
C 5.013 -1.037 -6.337 -0.364 0.720 1.100
C 3.907 -1.663 -5.435 0.095 -0.404 1.191
N 3.686 -1.049 -3.948 -0.150 -0.069 -0.838
C 4.965 -1.213 -3.079 -1.022 -0.105 -0.989
C 3.348 0.481 -4.132 -1.062 -1.422 1.476
C 1.956 0.769 -4.696 0.479 0.422 -1.085
C 2.445 -1.758 -3.199 1.688 -0.885 0.318
C 2.648 -3.311 -2.890 -0.971 1.899 -1.652
O 3.732 -3.581 -2.080 0.761 -1.456 0.750
C 4.012 -5.029 -2.000 -0.871 0.856 -0.615
H 4.675 -0.068 -6.702 0.057 -0.076 -0.202
H 5.376 -1.627 -7.179 -0.820 -0.406 0.030
H 5.947 -0.856 -5.805 -0.105 0.031 0.439
H 4.105 -2.719 -5.253 0.171 0.066 0.105
H 2.901 -1.635 -5.853 0.186 0.301 -0.215
H 5.707 -0.502 -3.443 -0.095 -0.050 0.142
H 5.307 -2.244 -3.173 0.011 0.225 -0.213
H 4.720 -1.079 -2.025 -0.162 0.375 -0.186
H 4.157 0.958 -4.685 -0.085 -0.293 -0.064
H 3.298 0.872 -3.116 0.445 -0.023 0.187
H 1.943 1.859 -4.722 -0.174 0.092 -0.146
H 1.032 0.504 -4.183 0.569 -0.278 0.551
H 1.851 0.447 -5.732 0.062 -0.033 -0.126
H 1.517 -1.627 -3.755 0.450 -0.019 -0.299
H 2.329 -1.211 -2.263 0.133 0.245 -0.024
H 2.665 -3.787 -3.871 0.601 -0.444 -0.214
H 1.693 -3.661 -2.497 -0.159 0.160 0.482
H 3.097 -5.602 -1.851 -0.278 0.199 0.198
H 4.674 -5.265 -1.167 0.195 0.436 -0.286
H 4.373 -5.348 -2.978 0.513 -0.058 0.139
C -0.918 -0.839 -2.019 -0.979 0.169 0.296
F -0.601 -1.168 -3.251 -0.086 0.236 -2.500
F -2.239 -1.008 -1.870 -1.693 -1.439 0.132
F -0.228 -1.755 -1.348 0.014 -0.719 1.710
S -0.378 0.977 -1.620 -0.337 -0.748 -1.371
O -0.586 1.804 -2.805 -0.471 0.921 -0.395
O -1.244 1.330 -0.485 0.508 -0.321 -0.588
N 1.311 0.767 -1.179 0.308 1.490 1.414
S 1.358 1.533 0.167 1.548 -1.480 2.245
O 0.994 2.949 0.143 0.326 -0.308 0.161
O 0.907 0.737 1.382 1.067 1.631 -2.015
C 3.273 1.597 0.367 -3.842 1.974 0.566
F 3.745 0.370 0.417 1.135 -0.149 0.003
F 3.780 2.320 -0.657 0.593 -0.894 0.744
F 3.447 2.280 1.533 1.473 -0.582 -0.398
```
Positions in Å, forces in eV/Å.

Calculated values
energy = -153410.30856 eV
total charge = +3
LUMO (spin up / spin down) = -0.1685 / -0.1695 hartree
frontier orbital gap (spin up / spin down) = 0.103 / 0.319 hartree
E_HOMO (spin up / spin down) = -7.39 / -13.28 eV
maximum force = 4.36 eV Å⁻¹
multiplicity = 2